{"formula": "C20H45NO8", "method": "ωB97M-V/def2-TZVPD", "species": ["C", "C", "C", "O", "C", "O", "N", "C", "C", "C", "C", "H", "H", "H", "H", "H", "H", "H", "H", "H", "H", "H", "H", "H", "H", "H", "H", "H", "C", "O", "C", "C", "O", "C", "C", "O", "C", "H", "H", "H", "H", "H", "H", "H", "H", "H", "H", "H", "H", "H", "H", "C", "O", "C", "C", "O", "C", "C", "O", "C", "H", "H", "H", "H", "H", "H", "H", "H", "H", "H", "H", "H", "H", "H"], "xyz": [[-1.7251, 5.0897, 0.0232], [-0.4258, 4.2873, -0.2320], [0.1150, 4.3821, -1.6578], [-0.1889, 3.2625, -2.5136], [-1.4567, 2.8221, -2.3919], [-2.3683, 3.5303, -2.6251], [-1.6733, 1.4888, -2.0432], [-0.4992, 0.7540, -1.5256], [0.5344, 0.3126, -2.6001], [0.0268, 0.3727, -4.0534], [1.8730, 1.0556, -2.4170], [-1.8515, 5.8040, -0.7799], [-2.5759, 4.4224, -0.0407], [-1.7339, 5.5773, 0.9879], [-0.5719, 3.2670, 0.1103], [0.3370, 4.7072, 0.4177], [1.1968, 4.4369, -1.6296], [-0.2476, 5.2953, -2.1269], [-2.3307, 1.5461, -1.2735], [-0.8718, -0.1447, -1.0425], [0.0467, 1.2915, -0.7498], [0.7586, -0.7297, -2.3993], [0.3957, -0.5162, -4.5593], [0.4883, 1.2107, -4.5654], [-1.0513, 0.3489, -4.1470], [2.2740, 1.3929, -3.3665], [1.7649, 1.9173, -1.7701], [2.6048, 0.4100, -1.9436], [-4.5956, -3.5608, -2.4042], [-3.4405, -4.3700, -2.3241], [-2.2568, -3.7275, -2.7677], [-1.0794, -4.0032, -1.8518], [-1.1624, -3.4088, -0.5619], [-2.1271, -3.9307, 0.3452], [-1.8666, -5.3405, 0.8386], [-2.0829, -6.3048, -0.1787], [-1.1441, -7.3586, -0.1762], [-4.9692, -3.5212, -3.4329], [-5.3593, -4.0083, -1.7687], [-4.4015, -2.5451, -2.0441], [-2.4037, -2.6447, -2.8476], [-2.0191, -4.1189, -3.7651], [-0.2017, -3.5503, -2.3222], [-0.8673, -5.0696, -1.7772], [-3.1361, -3.8315, -0.0547], [-2.0753, -3.2721, 1.2165], [-2.5631, -5.5585, 1.6580], [-0.8409, -5.3989, 1.2191], [-0.1218, -6.9843, -0.0545], [-1.2087, -7.8641, -1.1391], [-1.3692, -8.0778, 0.6189], [3.3396, -0.0465, 1.0033], [3.5632, 1.0130, 1.9096], [3.1928, 2.2829, 1.3963], [2.4451, 3.1168, 2.4172], [1.1441, 2.6489, 2.7450], [1.0178, 1.4587, 3.5122], [1.4902, 1.5577, 4.9486], [2.9035, 1.6447, 5.0316], [3.3640, 2.5380, 6.0224], [4.1350, -0.0762, 0.2502], [3.3481, -0.9797, 1.5658], [2.3662, 0.0495, 0.5109], [2.5733, 2.1784, 0.4986], [4.1140, 2.8122, 1.1203], [2.2856, 4.1011, 1.9670], [3.0450, 3.2843, 3.3120], [1.4763, 0.6110, 3.0019], [-0.0565, 1.2573, 3.5418], [1.1790, 0.6514, 5.4832], [1.0177, 2.4272, 5.4183], [2.8076, 3.4814, 6.0012], [4.4107, 2.7559, 5.8136], [3.2861, 2.0878, 7.0181]], "forces_ev_per_a": [[0.23, -0.74, -0.59], [-0.38, 0.71, 0.36], [-0.13, 0.13, -0.02], [0.81, -0.81, 0.53], [0.40, -0.61, -0.42], [-2.07, 1.68, -0.18], [1.59, 0.05, 1.20], [0.27, -0.61, -0.48], [-0.09, 0.35, 0.09], [0.62, -0.49, 0.25], [-0.08, -0.21, 0.00], [-0.10, 0.42, 0.04], [-0.30, -0.01, 0.07], [0.06, 0.13, 0.18], [0.24, -0.27, -0.12], [0.24, -0.05, 0.09], [0.20, -0.19, -0.18], [-0.08, 0.06, -0.09], [-0.62, -0.27, -0.44], [-0.33, -0.09, 0.00], [-0.11, 0.30, 0.08], [-0.16, -0.25, 0.16], [0.06, -0.10, -0.21], [-0.42, 0.33, -0.13], [-0.17, 0.28, 0.02], [0.15, 0.06, -0.13], [-0.05, 0.26, -0.01], [0.23, -0.13, -0.01], [0.04, -0.20, -0.09], [0.01, 0.27, 0.26], [-0.05, -0.26, -0.05], [0.16, 0.01, -0.06], [-0.05, -0.06, -0.03], [-0.08, 0.17, 0.11], [-0.18, -0.09, -0.14], [0.30, 0.14, -0.15], [-0.20, 0.00, 0.03], [-0.05, 0.13, 0.02], [0.01, -0.06, -0.05], [0.01, 0.02, -0.04], [-0.03, 0.01, 0.04], [0.16, 0.16, -0.04], [-0.03, 0.09, 0.05], [-0.23, -0.08, -0.01], [-0.01, -0.20, -0.10], [0.09, -0.02, 0.00], [0.12, 0.15, 0.16], [0.01, -0.03, 0.00], [0.00, -0.02, 0.05], [-0.08, -0.02, 0.02], [0.13, -0.03, 0.02], [0.19, 0.06, 0.10], [-0.41, -0.02, -0.01], [0.23, -0.05, 0.15], [0.02, 0.13, 0.05], [-0.02, 0.02, -0.02], [-0.08, -0.13, -0.08], [0.21, -0.15, -0.04], [-0.05, 0.33, -0.16], [0.03, -0.19, -0.02], [-0.11, -0.08, -0.12], [0.08, 0.03, 0.03], [0.02, -0.01, -0.05], [-0.01, -0.06, 0.01], [-0.11, 0.16, -0.11], [-0.06, -0.03, -0.04], [0.07, -0.22, 0.03], [0.21, 0.02, 0.09], [-0.01, 0.09, 0.02], [-0.23, 0.06, 0.01], [0.02, 0.01, 0.02], [-0.03, -0.01, 0.04], [0.01, -0.09, 0.01], [-0.02, 0.12, 0.06]], "mulliken_charge": [-1.353, 0.439, -0.763, -0.219, 0.333, -0.560, -0.252, -0.226, 0.833, -1.859, -1.028, 0.277, 0.314, 0.416, 0.038, 0.095, 0.366, 0.360, 0.336, 0.598, -0.372, 0.478, 0.465, 0.398, 0.355, 0.339, -0.034, 0.212, -0.770, -0.305, -0.413, -0.415, -0.368, -0.349, -0.579, -0.286, -0.799, 0.319, 0.242, 0.340, 0.243, 0.378, 0.466, 0.100, 0.134, 0.407, 0.395, 0.344, 0.369, 0.231, 0.318, -0.573, -0.333, 0.293, -0.569, -0.387, -0.278, -0.640, -0.285, -0.800, 0.345, 0.313, 0.084, -0.401, 0.439, 0.503, 0.117, 0.118, 0.416, 0.393, 0.340, 0.367, 0.232, 0.320], "gap_ev": 9.81, "de_lowest_kcal_mol": 8.2, "e_lumo_ev": 0.591, "e_tot_ev": -39335.738, "smiles": "CCCOC(=O)NCC(C)C.COCCOCCOC.COCCOCCOC", "largest_force_ha_per_bohr": 0.05191}